The following is a quantum chemistry calculation of a cluster of 8 separate species, C13H40NO10 in total in a non-equilibrium geometry, from OMol25.

XYZ file:
```
64
Properties=species:S:1:pos:R:3:lowdin_charge:R:1
N -0.47 -0.56 0.63 -0.51
O -1.57 -0.68 0.05 -0.04
O 0.01 0.57 0.80 -0.01
O 0.13 -1.57 1.08 -0.06
C -3.12 -3.58 0.10 -0.17
O -3.26 -2.76 -1.05 -0.14
H -3.57 -4.55 -0.11 0.07
H -2.08 -3.73 0.38 0.05
H -3.70 -3.16 0.93 0.08
H -2.79 -1.94 -0.84 0.03
C 0.95 0.91 -2.57 -0.05
C 1.71 0.11 -3.63 -0.50
C 0.74 -0.71 -4.48 -0.06
O 2.44 1.03 -4.45 -0.05
H 0.41 1.69 -3.12 0.09
H 1.55 1.34 -1.77 0.08
H 0.20 0.32 -2.06 0.07
H 2.35 -0.59 -3.09 0.11
H 0.09 -1.27 -3.82 0.08
H 1.32 -1.36 -5.14 0.07
H 0.14 -0.08 -5.15 0.08
H 2.99 0.49 -5.03 0.08
C 0.82 -5.02 -0.28 -0.06
C 2.00 -4.06 -0.48 -0.49
C 1.68 -2.98 -1.51 -0.06
O 2.35 -3.46 0.75 -0.06
H 0.03 -4.52 0.28 0.06
H 1.15 -5.90 0.26 0.07
H 0.33 -5.29 -1.23 0.08
H 2.84 -4.69 -0.80 0.13
H 1.77 -3.29 -2.55 0.08
H 2.28 -2.08 -1.36 0.07
H 0.64 -2.68 -1.33 0.07
H 1.72 -2.75 0.92 0.05
C 1.29 1.86 4.00 -0.05
C 2.15 2.51 2.93 -0.49
C 3.22 1.60 2.38 -0.06
O 1.33 3.06 1.90 -0.08
H 0.50 2.51 4.39 0.08
H 1.90 1.60 4.87 0.08
H 0.79 0.96 3.62 0.08
H 2.62 3.39 3.39 0.13
H 2.77 0.69 1.95 0.08
H 3.77 1.13 3.20 0.08
H 3.88 2.06 1.65 0.08
H 0.91 2.29 1.48 0.04
C -1.37 3.28 -0.69 -0.06
C -1.79 4.27 0.39 -0.48
C -3.29 4.56 0.30 -0.06
O -1.53 3.76 1.71 -0.07
H -1.53 3.77 -1.66 0.08
H -1.95 2.36 -0.72 0.07
H -0.30 3.04 -0.67 0.07
H -1.22 5.20 0.30 0.13
H -3.85 3.63 0.28 0.07
H -3.50 5.08 -0.63 0.07
H -3.58 5.14 1.18 0.08
H -0.60 3.50 1.77 0.05
O -3.18 1.13 1.36 -0.09
H -2.65 0.55 0.77 -0.01
H -2.66 1.95 1.42 -0.01
O -1.64 -2.50 3.17 -0.07
H -0.96 -2.14 2.57 0.00
H -1.61 -3.45 3.03 0.02
```

HOMO level in hartree: -0.2545
M in g mol⁻¹: 370.460
Energy above the lowest of the compared OMol25 structures with the same formula, charge and spin in kcal per mole: 0.0
Charge: -1
Gap between HOMO and LUMO in Eh: 0.35382


The following is a quantum chemistry calculation of a structure of composition C13H41NO8 in a non-equilibrium geometry, from OMol25.

XYZ file:
```
63
Properties=species:S:1:pos:R:3:lowdin_charge:R:1
C -0.90 -1.18 -0.19 -0.15
O -1.70 -1.93 0.73 -0.09
H -1.25 -0.15 -0.29 0.09
H 0.17 -1.13 0.03 0.03
H -1.00 -1.62 -1.18 0.11
H -1.37 -1.69 1.61 -0.05
C -0.34 -0.58 3.53 -0.05
O -1.32 -0.89 2.52 -0.04
H -0.89 -0.39 4.46 0.11
H 0.43 -1.34 3.58 0.11
H 0.19 0.31 3.21 0.04
H -2.08 -0.32 2.64 0.14
C 1.26 -1.76 -1.68 -0.16
O 0.97 -2.51 -2.85 -0.08
H 1.46 -0.69 -1.78 0.09
H 0.46 -1.91 -0.95 0.02
H 2.21 -2.13 -1.29 0.10
H 1.41 -2.11 -3.60 0.08
C -4.23 -1.53 1.53 -0.14
O -4.18 -2.76 2.30 -0.09
H -4.74 -1.69 0.58 0.09
H -4.74 -0.73 2.06 0.09
H -3.27 -1.26 1.10 0.03
H -3.75 -2.56 3.14 0.06
O -2.14 -3.70 0.00 -0.01
H -1.74 -2.95 0.43 -0.24
H -1.42 -4.33 -0.11 0.07
O -3.30 -1.19 -0.91 -0.10
H -3.25 -1.84 -1.61 -0.08
H -2.72 -1.54 -0.22 -0.07
O -2.63 -2.83 -2.25 -0.01
H -1.68 -2.76 -2.41 0.05
H -2.70 -3.31 -1.43 0.01
C 1.49 2.06 1.94 -0.01
C 1.49 1.14 0.71 -0.42
C 0.07 1.06 0.05 -0.14
C -0.27 2.32 -0.82 -0.12
C 0.75 2.44 -1.92 -0.16
C 2.20 2.44 -1.44 -0.51
N 2.44 1.50 -0.36 -0.10
O 3.81 1.41 0.00 0.01
C 2.94 2.06 -2.69 -0.04
C 2.54 3.88 -0.92 -0.01
C 1.68 -0.33 1.23 0.00
H 0.62 1.77 2.52 0.06
H 1.39 3.09 1.61 0.08
H 2.34 1.95 2.62 0.09
H -0.05 0.18 -0.58 0.04
H -0.63 0.95 0.88 0.12
H -0.33 3.22 -0.21 0.11
H -1.25 2.26 -1.29 0.12
H 0.66 3.34 -2.54 0.13
H 0.60 1.66 -2.66 0.12
H 3.97 1.76 -2.54 0.09
H 2.53 1.22 -3.25 0.07
H 2.76 2.88 -3.39 0.09
H 2.65 4.57 -1.76 0.08
H 1.76 4.32 -0.30 0.07
H 3.50 3.92 -0.41 0.08
H 1.10 -0.52 2.14 0.03
H 2.73 -0.51 1.47 0.10
H 1.47 -1.11 0.50 0.05
H 3.85 2.06 0.70 0.08
```

HOMO level in hartree: -0.3174
M in g mol⁻¹: 339.470
Energy above the lowest of the compared OMol25 structures with the same formula, charge and spin in kcal per mole: 255.2
Gap between HOMO and LUMO in Eh: 0.31847


Looking at energy for the records above, in order, we have -36094.2529 -32002.4424 eV.